DFT (wB97M-V/def2-TZVPD) results for a molecular structure, C29H48EuN5O6S2Si4Te.

Multiplicity   7
Maximum force   2.82 eV/Å
Highest occupied orbital energy (alpha / beta)   -5.2 / -6.5 eV
Relative energy (zero: lowest compared OMol25 entry of this formula, charge and spin)   0.0 kcal per mole
Calculated total energy   -4791.88465 Eh
Kohn-Sham gap (alpha / beta)   5.23 / 3.99 eV

```
96
C29H48EuN5O6S2Si4Te, DFT wB97M-V/def2-TZVPD
Eu 1.595 0.795 0.301
O 5.105 0.098 -1.814
C 4.042 0.000 -0.991
O 2.873 -0.166 -1.416
C 4.416 -0.350 0.408
C 5.704 -0.596 0.899
C 5.798 -1.075 2.217
C 4.684 -1.236 3.035
C 3.428 -0.956 2.473
N 3.376 -0.545 1.201
C 2.087 -0.995 3.128
O 1.996 -1.470 4.375
O 1.083 -0.521 2.555
H 4.758 0.237 -2.716
H 6.577 -0.482 0.267
H 6.790 -1.292 2.603
H 4.808 -1.543 4.074
H 2.845 -1.832 4.649
C -0.274 4.691 0.723
O -1.200 4.014 1.694
C -0.997 2.701 1.814
O -0.052 2.113 1.258
N -1.875 2.090 2.668
N -1.890 0.690 2.901
H -0.606 5.729 0.721
H -0.369 4.225 -0.273
H 0.757 4.605 1.093
H -2.649 2.608 3.079
H -1.616 0.239 2.005
H -1.072 0.487 3.489
S 0.628 2.246 -1.851
C 2.053 2.605 -2.697
C 1.891 2.933 -4.084
C 2.977 3.281 -4.892
C 4.285 3.338 -4.352
C 4.507 3.025 -3.003
C 3.426 2.677 -2.163
S 3.838 2.414 -0.518
H 0.884 2.885 -4.517
H 2.811 3.484 -5.949
H 5.116 3.599 -5.002
H 5.517 3.041 -2.594
N 4.339 2.670 6.394
C 3.765 2.519 5.166
C 4.573 2.378 4.005
C 3.941 2.191 2.785
N 2.608 2.097 2.638
C 1.814 2.231 3.744
C 2.339 2.430 5.007
H 5.316 2.897 6.426
H 3.771 3.000 7.160
H 5.667 2.400 4.042
H 4.540 2.053 1.898
H 0.749 2.069 3.604
H 1.672 2.493 5.870
C -3.400 -3.444 1.794
Si -4.269 -2.284 0.596
C -4.817 -0.758 1.516
C -5.829 -3.130 -0.050
Si -2.751 -1.807 -1.235
Te -0.661 -0.937 -0.169
Si -3.715 -0.189 -2.722
C -2.556 0.262 -4.130
C -4.179 1.370 -1.801
C -5.268 -0.965 -3.435
Si -2.167 -3.838 -2.413
C -1.357 -5.025 -1.203
C -1.004 -3.456 -3.839
C -3.684 -4.707 -3.122
H -4.030 -3.475 2.710
H -2.411 -3.059 2.093
H -3.281 -4.464 1.407
H -5.451 -1.140 2.340
H -5.433 -0.078 0.905
H -3.991 -0.205 1.978
H -6.447 -3.356 0.849
H -5.636 -4.077 -0.582
H -6.428 -2.472 -0.705
H -1.603 0.695 -3.774
H -3.095 1.026 -4.716
H -2.336 -0.587 -4.785
H -3.317 1.852 -1.339
H -4.954 1.205 -1.036
H -4.600 2.060 -2.557
H -5.052 -1.889 -3.996
H -5.696 -0.232 -4.149
H -6.034 -1.187 -2.684
H -0.517 -4.583 -0.649
H -0.926 -5.834 -1.832
H -2.055 -5.484 -0.492
H -0.152 -2.828 -3.548
H -1.521 -2.988 -4.695
H -0.625 -4.444 -4.172
H -4.430 -5.041 -2.377
H -3.273 -5.612 -3.623
H -4.199 -4.114 -3.895
```